CH2I2S as an isolated structure in a non-equilibrium geometry. Source: OMol25; level of theory: the ωB97M-V functional and the def2-TZVPD basis.

Its HOMO-LUMO gap (alpha / beta) is 5.96 / 8.84 eV. The HOMO energy (alpha / beta) comes out at -8.20 / -9.78 eV. For the relative energy (zero: lowest compared OMol25 entry of this formula, charge and spin), the calculation gives 298.3 kJ/mol.

Last column: natural (NBO) charge in e.
Atoms and positions in Å:
C1 0.087 0.814 0.577  -0.7051
S1 -0.018 -2.152 -0.457  -0.2010
I1 -0.770 1.954 -0.871  0.2843
I2 2.013 1.104 1.218  0.2601
H1 -0.439 0.010 1.132  0.2285
H2 -0.873 -1.731 -1.599  0.1333

C4H8B3FN5O5 as an isolated structure in a non-equilibrium geometry. Source: OMol25; level of theory: the ωB97M-V functional and the def2-TZVPD basis.

As for the total charge: -1. Its HOMO-LUMO gap is 7.06 eV. The HOMO energy comes out at -4.22 eV. For the relative energy (zero: lowest compared OMol25 entry of this formula, charge and spin), the calculation gives 0.0 kJ/mol.

Last column: natural (NBO) charge in e.
Atoms and positions in Å:
N1 0.488 -2.654 3.353  -0.4620
C1 0.195 -3.147 2.351  0.5620
O1 -0.180 -3.685 1.249  -0.6474
B1 -0.472 -2.684 0.240  1.3240
O2 0.570 -2.120 -0.411  -0.8814
B2 0.351 -0.750 -0.710  1.1995
C2 1.550 0.240 -0.636  -0.8467
C3 1.269 1.689 -0.102  0.4260
N2 0.012 1.842 0.612  -0.8683
N3 1.382 2.590 -1.219  -0.8520
N4 2.308 2.097 0.856  -0.8308
O3 -0.928 -0.422 -1.060  -0.8272
B3 -1.857 -0.988 -0.273  1.2666
N5 -2.917 -0.214 0.376  -0.8162
C4 -4.031 -0.208 -0.109  0.9100
O4 -5.096 -0.210 -0.562  -0.4989
O5 -1.764 -2.358 0.008  -0.8607
H1 2.346 -0.207 -0.047  0.2320
H2 1.941 0.313 -1.652  0.2671
H3 -0.084 1.222 1.405  0.3534
H4 -0.786 1.772 -0.001  0.3840
H5 1.288 3.546 -0.904  0.3696
H6 0.722 2.368 -1.953  0.3684
H7 3.205 1.766 0.521  0.3513
H8 2.129 1.633 1.739  0.3484
F1 -1.639 -1.431 -3.071  -0.9708

C2H6N4OS as an isolated structure in a non-equilibrium geometry. Source: OMol25; level of theory: the ωB97M-V functional and the def2-TZVPD basis.

Its HOMO-LUMO gap is 8.50 eV. The HOMO energy comes out at -8.06 eV. For the relative energy (zero: lowest compared OMol25 entry of this formula, charge and spin), the calculation gives 418.7 kJ/mol.

Last column: natural (NBO) charge in e.
Atoms and positions in Å:
C1 1.059 -0.003 -1.106  0.4127
C2 0.996 1.265 -0.446  -0.2759
N1 1.396 1.189 0.815  -0.1968
N2 1.870 0.136 1.312  -0.4293
N3 -1.870 -1.521 0.311  -0.6455
N4 -1.421 -0.283 -0.143  -0.6807
O1 0.760 -0.444 -2.161  -0.5889
S1 1.953 -1.041 0.235  0.4064
H1 0.366 1.967 -0.956  0.2428
H2 -1.992 0.037 -0.973  0.3446
H3 1.381 1.978 1.449  0.4123
H4 -1.564 -1.569 1.236  0.3331
H5 -1.157 -2.155 -0.086  0.3357
H6 -1.777 0.444 0.515  0.3296

C21H29N6Se3SnTe2 as an isolated structure in a non-equilibrium geometry. Source: OMol25; level of theory: the ωB97M-V functional and the def2-TZVPD basis.

As for the total charge: +3. Its HOMO-LUMO gap is 5.24 eV. The HOMO energy comes out at -13.96 eV. For the relative energy (zero: lowest compared OMol25 entry of this formula, charge and spin), the calculation gives 176.5 kJ/mol.

Last column: natural (NBO) charge in e.
Atoms and positions in Å:
Sn1 -0.149 -1.316 -1.014  1.3352
Se1 -2.109 -3.086 2.525  0.0007
Se2 -3.291 -5.069 3.084  -0.0117
Te1 -3.412 -5.603 0.584  0.4295
Se3 -1.358 -4.039 0.467  -0.2735
N1 1.295 -1.554 -5.431  -0.4768
C1 1.168 -0.906 -4.269  0.2541
N2 0.558 -1.631 -3.349  -0.6764
C2 0.259 -2.847 -3.967  0.1386
C3 -0.401 -3.975 -3.480  -0.2542
C4 -0.558 -5.036 -4.345  -0.1755
C5 -0.076 -4.990 -5.662  -0.1709
C6 0.573 -3.880 -6.159  -0.1889
C7 0.727 -2.808 -5.287  0.0798
H1 1.726 -1.190 -6.268  0.4525
H2 1.520 0.100 -4.115  0.2010
H3 -0.785 -3.997 -2.463  0.2077
H4 -1.062 -5.933 -4.011  0.2413
H5 -0.221 -5.849 -6.301  0.2514
H6 0.946 -3.849 -7.173  0.2495
N3 -0.204 5.172 -1.625  -0.6701
C8 0.645 3.988 -1.946  -0.2455
C9 -0.168 2.683 -1.835  -0.2498
N4 0.646 1.495 -1.550  -0.8362
H7 0.249 6.041 -1.920  0.4628
H8 -0.359 5.219 -0.596  0.4618
H9 -1.106 5.120 -2.103  0.4505
H10 1.474 3.974 -1.240  0.2358
H11 1.050 4.115 -2.950  0.2391
H12 -0.704 2.506 -2.768  0.2231
H13 -0.899 2.782 -1.032  0.2175
H14 1.171 1.641 -0.690  0.3881
H15 1.335 1.368 -2.286  0.3731
N5 2.543 -1.414 -0.047  -0.6901
N6 1.868 -2.669 -0.285  -0.7306
H16 3.553 -1.528 -0.094  0.3878
H17 2.326 -1.134 0.905  0.3842
H18 2.029 -3.352 0.455  0.4051
H19 2.246 -3.072 -1.140  0.4010
Te2 -0.690 -0.066 1.792  0.4205
C10 -0.520 2.066 2.106  -0.2466
C11 -1.682 2.824 2.208  -0.1916
C12 -1.608 4.185 2.474  -0.2216
C13 -0.365 4.800 2.622  -0.2197
C14 0.798 4.034 2.554  -0.1999
C15 0.719 2.673 2.293  -0.2765
C16 -0.677 -0.319 3.932  -0.2226
C17 0.526 -0.343 4.619  -0.1926
C18 0.506 -0.502 5.997  -0.2001
C19 -0.702 -0.627 6.668  -0.1712
C20 -1.898 -0.604 5.964  -0.1724
C21 -1.893 -0.455 4.584  -0.2761
H20 -2.650 2.346 2.122  0.2285
H21 -2.517 4.760 2.596  0.2455
H22 -0.304 5.846 2.903  0.2457
H23 1.760 4.492 2.743  0.2409
H24 1.622 2.074 2.288  0.2234
H25 1.472 -0.236 4.103  0.2069
H26 1.435 -0.539 6.548  0.2402
H27 -0.712 -0.745 7.743  0.2449
H28 -2.837 -0.708 6.490  0.2410
H29 -2.826 -0.434 4.036  0.2323

| no. | energy (Ha) |
| --- | --- |
| 1 | -1032.74319 |
| 2 | -982.01959 |
| 3 | -772.13879 |
| 4 | -9099.84996 |